DFT (wB97M-V/def2-TZVPD) results for a 2-piece molecular cluster, C2H6N2 overall in a non-equilibrium geometry.

The geometry in XYZ format:
```
10
Properties=species:S:1:pos:R:3
C 0.01 0.56 0.72
C 0.20 -1.13 -0.45
N 0.51 1.64 -0.01
N -0.97 1.48 0.35
H 0.28 0.27 1.80
H 1.14 -0.71 -0.95
H -0.61 -0.79 -1.07
H 0.28 -2.07 0.10
H 1.11 2.17 0.62
H -1.54 1.35 -0.38
```

The HOMO-LUMO gap (spin up / spin down) is 6.011 / 8.177 eV. For the total energy, the calculation gives -188.9777 hartree. For the relative energy (zero: lowest compared OMol25 entry of this formula, charge and spin), the calculation gives 3.886 eV. As for the expectation value of S²: 2.01. The spin multiplicity is 3. The calculation puts the LUMO energy (spin up / spin down) at 1.28 / -1.62 eV.



DFT (wB97M-V/def2-TZVPD) results for the molecule C3H7NO2.

The geometry in XYZ format:
```
13
Properties=species:S:1:pos:R:3
O 1.11 -1.59 -0.12
C 0.82 -0.53 -0.98
C -0.59 0.04 -0.84
N -0.94 0.64 0.45
C -0.24 0.70 1.60
O 0.91 0.32 1.80
H 1.31 -1.17 0.74
H 0.85 -0.93 -2.01
H 1.56 0.28 -0.91
H -1.32 -0.75 -1.04
H -0.71 0.82 -1.61
H -1.89 0.97 0.51
H -0.84 1.16 2.41
```

The HOMO-LUMO gap is 10.706 eV. For the total energy, the calculation gives -323.7457 hartree. For the relative energy (zero: lowest compared OMol25 entry of this formula, charge and spin), the calculation gives 0.961 eV. As for the SMILES: O=CNCCO. The calculation puts the LUMO energy at 0.66 eV.